36
Properties=species:S:1:pos:R:3 method="wB97M-V/def2-TZVPD" energy_ha=-2286.728803 total_charge=0 spin_multiplicity=5 e_lumo_ev="-0.96 / -1.55" orbital_gap_ev="7.4 / 5.8"
H -2.7119 0.5084 -0.3751
N -0.8584 -0.5792 -0.5470
B 0.9222 -2.3140 0.0363
N -0.5516 -1.8775 -0.1752
C -1.6910 -2.6117 -0.1662
Fe -0.0693 0.6548 -1.8934
H -1.6380 -3.7102 -0.1040
C -2.7680 -1.7319 -0.2709
H -3.8250 -2.0147 -0.3345
C -2.2274 -0.4625 -0.3978
H 0.9379 -3.4983 -0.0447
C -1.1325 3.5012 -0.0024
H -1.8029 3.3637 -0.9178
H -0.0016 3.7619 -0.1157
H -1.2407 2.6612 0.8183
N 1.4631 -1.9729 1.4863
N 1.7559 -1.5558 -1.0818
N 1.5085 -0.6439 1.8094
N 1.5135 -0.1838 -1.3532
C 1.9136 -2.7023 2.5512
C 2.6880 -2.0005 -1.9580
H 1.9750 -3.7828 2.5011
H 2.9549 -3.0538 -1.9936
C 2.1834 -1.8103 3.5973
C 3.1618 -0.9019 -2.7109
C 1.8794 -0.5300 3.0647
C 2.4347 0.2300 -2.2957
H 2.5316 -2.0008 4.5995
H 3.9273 -0.9263 -3.4756
H 1.8862 0.4409 3.5325
H 2.6204 1.2726 -2.5344
H -2.2619 4.7519 0.3632
O -3.3420 5.7838 -1.1553
N -3.9079 4.9810 -0.4897
O -5.0391 4.4757 -0.6253
O -3.1881 4.4780 0.6584

***

9
Properties=species:S:1:pos:R:3 method="wB97M-V/def2-TZVPD" energy_ha=-950.574036 total_charge=-1 spin_multiplicity=1 e_lumo_ev=3.59 orbital_gap_ev=7.1
C -0.3588 -0.0381 0.0993
C 2.2903 0.0232 -0.0219
C 0.8470 0.0048 -0.0392
C -1.8401 -0.0400 0.0267
S 3.0125 -1.5188 -0.0669
S 2.8783 1.5662 0.1318
H -2.2688 -0.6100 -0.8872
H -2.2861 1.0270 -0.2565
H -2.2742 -0.4143 1.0140

***

38
Properties=species:S:1:pos:R:3 method="wB97M-V/def2-TZVPD" energy_ha=-5036.473932 total_charge=-1 spin_multiplicity=2 e_lumo_ev="2.61 / 2.56" orbital_gap_ev="6.5 / 7.6"
Pd -1.1207 -0.6567 0.1295
Cl 2.4574 -0.9616 1.5596
Ge 2.8805 -0.3050 -0.6579
Cl 4.5898 -1.8199 -0.9844
Cl 1.2329 -1.6063 -1.6324
C -0.4214 -0.5216 3.9482
O -0.3151 0.4064 2.8925
H 0.4055 -0.4294 4.6622
H -0.4586 -1.5541 3.5871
H -1.3534 -0.3094 4.4726
H 0.4885 0.2051 2.3895
F -0.5090 1.3586 -1.9702
C -0.9421 1.2566 -0.6339
F 0.0399 1.9397 0.0758
C -2.1537 2.1922 -0.6131
F -3.0785 1.7809 -1.5084
F -1.8575 3.4681 -0.9365
F -2.7393 2.2227 0.5908
C -1.7886 -0.3825 -4.2309
N -2.0170 -0.9812 -2.9301
C -3.2200 -1.1149 -2.3708
N -4.2941 -0.9829 -3.1823
S -3.4261 -1.4366 -0.7265
H -0.7277 -0.1672 -4.3142
H -2.3353 0.5587 -4.3280
H -2.0709 -1.0605 -5.0417
H -1.2422 -0.9587 -2.2708
H -4.2018 -0.9770 -4.1823
H -5.1941 -1.1511 -2.7729
C 2.1111 -4.6034 0.4416
C 1.2590 -4.2597 1.6651
C 0.1865 -3.3284 1.3307
N -0.6264 -2.5625 1.0781
H 2.8865 -5.3138 0.7281
H 2.5893 -3.7101 0.0439
H 1.5022 -5.0451 -0.3464
H 1.8681 -3.7694 2.4264
H 0.8084 -5.1498 2.1084

***

36
Properties=species:S:1:pos:R:3 method="wB97M-V/def2-TZVPD" energy_ha=-1003.195164 total_charge=0 spin_multiplicity=5 e_lumo_ev="0.49 / -1.46" orbital_gap_ev="2.4 / 7.2"
C -0.1633 -0.7407 -3.5262
C -0.9916 0.3861 -3.8198
C -0.2608 1.5550 -3.5428
C 1.0679 1.2697 -3.0478
C 1.1606 -0.2114 -3.3274
Ir 0.1046 0.3374 -1.6698
P 1.4965 -1.9554 -1.4120
H -0.3391 -1.8387 -3.4973
H -1.9873 0.4276 -4.2656
H -0.5464 2.5713 -3.8287
H 2.0949 -0.7087 -3.5904
H 1.9132 1.9563 -2.9091
H 2.8308 -2.0072 -0.9430
H 1.7488 -2.6157 -2.6074
H 0.8261 -3.0364 -0.7964
C -2.8948 0.1597 1.7222
N -1.5338 0.1395 2.2129
C -1.4252 0.0612 3.6479
C -0.5191 0.2535 1.3239
N -0.8389 0.4003 0.0398
N 0.7735 0.2390 1.6867
C 1.2749 -0.0670 3.0060
C 1.7874 0.6029 0.7387
H -3.5572 0.0597 2.5744
H -3.1405 -0.6712 1.0533
H -3.1620 1.1070 1.2371
H -0.9960 -0.8812 3.9759
H -0.8995 0.9142 4.0681
H -2.4416 0.0955 4.0253
H -1.8256 0.5709 -0.0908
H 0.7316 -0.8990 3.4854
H 2.3294 -0.3967 2.9346
H 1.2477 0.8275 3.6587
H 2.3385 -0.2812 0.4138
H 1.2881 1.0764 -0.1070
H 2.5083 1.3000 1.1771

***

14
Properties=species:S:1:pos:R:3 method="wB97M-V/def2-TZVPD" energy_ha=-324.598727 total_charge=0 spin_multiplicity=1 e_lumo_ev=0.80 orbital_gap_ev=10.5
O 1.5533 -0.7264 -1.0907
C 1.0875 -0.2964 0.1631
C 0.4804 1.0825 0.3182
C -0.9974 0.9191 0.0233
C -1.2629 -0.4881 -0.5293
C -0.2731 -0.8148 0.5881
N -0.4596 0.6296 1.3730
H 2.4292 -0.3445 -1.2273
H 1.7952 -0.5217 0.9692
H 1.0097 2.0406 0.3054
H -1.6821 1.7242 -0.1653
H -0.9494 -0.6323 -1.5896
H -2.2697 -0.9356 -0.3918
H -0.4588 -1.6462 1.2459

***

14
Properties=species:S:1:pos:R:3 method="wB97M-V/def2-TZVPD" energy_ha=-307.685618 total_charge=0 spin_multiplicity=1 e_lumo_ev=0.99 orbital_gap_ev=11.7
C -0.1594 -1.2930 -1.4122
C 0.8669 -0.5569 -0.5490
C 0.3401 0.7594 0.0311
O 0.2440 0.6266 1.4655
C -0.8297 1.1509 2.0612
O -1.7463 1.7150 1.5223
H -0.2773 -0.8090 -2.3881
H 0.1434 -2.3299 -1.5896
H -1.1426 -1.3093 -0.9286
H 1.7735 -0.3687 -1.1352
H 1.1722 -1.1857 0.2942
H 1.0146 1.5992 -0.1603
H -0.6489 1.0169 -0.3573
H -0.7505 0.9844 3.1460

***

80
Properties=species:S:1:pos:R:3 method="wB97M-V/def2-TZVPD" energy_ha=-4597.828221 total_charge=0 spin_multiplicity=1 e_lumo_ev=0.17 orbital_gap_ev=7.4
Zr -0.8121 0.2649 0.2960
C 0.7243 1.3793 -2.3391
C -0.6094 2.1777 -2.3625
N -1.7293 1.4119 -1.7853
C -2.5546 0.6500 -2.7392
C -2.9385 -0.6933 -2.1493
N -1.8273 -1.3012 -1.4068
C -0.8190 -1.9755 -2.2384
C 0.1561 -0.9677 -2.8115
N 0.5274 0.0295 -1.7955
H 1.4450 1.8956 -1.7131
H 1.1489 1.3263 -3.3407
H -0.8501 2.4914 -3.3777
H -0.4905 3.0825 -1.7723
H -2.3221 2.0482 -1.2645
H -2.0010 0.5279 -3.6663
H -3.4608 1.2042 -2.9827
H -3.3004 -1.3650 -2.9328
H -3.7384 -0.5488 -1.4347
H -2.2367 -1.9900 -0.7798
H -1.2881 -2.5410 -3.0480
H -0.2991 -2.6842 -1.5991
H -0.2785 -0.4606 -3.6697
H 1.0521 -1.4789 -3.1666
H 1.3940 -0.3027 -1.3686
Cl 3.5458 5.4579 1.5480
C 2.1178 4.5317 1.2717
C 0.8706 5.1454 1.2645
Cl 0.7357 6.8432 1.5244
C -0.2835 4.3825 1.0429
Cl -1.8492 5.1093 1.0148
C -0.1852 3.0245 0.8282
O -1.2334 2.2021 0.5917
C 1.0680 2.4079 0.8203
O 1.0789 1.0852 0.5774
C 2.2082 3.1537 1.0478
Cl 3.7305 2.3226 1.0641
C 3.0006 -1.2957 3.1707
N 1.8702 -0.4450 2.8449
C 0.8496 -0.1816 3.6485
N 0.8569 -0.7530 4.8705
S -0.4493 0.8364 3.1931
H 3.8224 -1.0390 2.5066
H 2.7661 -2.3547 3.0368
H 3.3348 -1.1226 4.1941
H 1.8339 0.0031 1.9390
H 1.4205 -1.5656 5.0502
H -0.0014 -0.6701 5.3878
N 2.7070 -5.6578 0.3726
C 3.8993 -5.1487 -0.0210
O 4.8822 -5.8262 -0.2582
C 3.9506 -3.6508 -0.1802
C 5.1095 -2.9810 0.1736
C 5.1785 -1.6151 -0.0184
C 4.0882 -0.9705 -0.5833
N 2.9688 -1.5999 -0.9507
C 2.9117 -2.9208 -0.7411
H 2.6619 -6.6507 0.5258
H 1.9930 -5.0679 0.7713
H 5.9408 -3.5411 0.5839
H 6.0671 -1.0529 0.2428
H 4.1067 0.1016 -0.7438
H 2.0028 -3.4253 -1.0540
F 0.3556 -1.5345 0.5984
B -0.1932 -2.7510 1.4107
F -0.9910 -3.4716 0.5364
F 0.9199 -3.4693 1.8391
F -0.8901 -2.2238 2.4598
Te -3.3819 -0.3535 1.4207
C -4.5394 1.1097 0.4120
C -5.6020 0.7280 -0.4128
C -6.3993 1.6861 -1.0320
C -6.1430 3.0382 -0.8381
C -5.0956 3.4260 -0.0111
C -4.3013 2.4704 0.6170
H -5.8230 -0.3239 -0.5571
H -7.2246 1.3720 -1.6615
H -6.7649 3.7840 -1.3166
H -4.8975 4.4782 0.1584
H -3.4975 2.7835 1.2669

***

21
Properties=species:S:1:pos:R:3 method="wB97M-V/def2-TZVPD" energy_ha=-590.580473 total_charge=0 spin_multiplicity=1 e_lumo_ev=-0.52 orbital_gap_ev=8.4
C -0.6941 -2.3218 -0.4418
C -1.7263 -1.9384 0.2382
C 0.4259 -1.3591 -0.3575
C -1.3705 -0.5184 0.7536
C -2.7907 1.8141 -0.8680
C 0.0955 -0.2925 0.4007
C 0.7142 0.9658 0.9077
C 1.7408 1.5446 -0.0183
N -2.3890 1.0984 -1.6703
O 1.5883 -1.5205 -1.0049
O -2.1159 0.2874 1.2392
O 2.9850 0.7888 -0.0890
H -0.5254 -3.3280 -0.9141
H -2.7840 -2.3675 0.3562
H -3.1417 2.4556 -0.2552
H 2.3963 -1.7116 -0.4642
H 1.1121 0.5998 1.9035
H 0.0708 1.8258 1.1228
H 1.5544 1.5691 -1.1015
H 2.0401 2.5210 0.5255
H 2.8141 -0.1124 -0.2628